[1]
77
Properties=species:S:1:pos:R:3 method="wB97M-V/def2-TZVPD" homo_ev=-8.49 total_charge=+1
C 3.355 -1.691 3.679
C 4.181 -2.145 2.470
O 4.348 -3.562 2.381
C 3.693 -4.192 1.281
C 2.262 -4.537 1.748
O 1.448 -4.913 0.662
C 0.229 -5.443 1.072
C -0.835 -4.373 1.512
O -0.446 -2.996 1.316
C -0.528 -2.645 -0.070
C -0.125 -1.177 -0.371
O 1.099 -1.230 -1.145
S 2.180 -0.161 -0.604
O 2.024 1.092 -1.273
O 3.491 -0.647 -0.797
O 1.668 -0.095 0.953
C 0.251 -0.231 0.776
N -0.564 -0.238 2.008
C -0.602 0.897 2.509
O -0.899 2.009 2.782
H 3.154 -0.620 3.542
H 2.383 -2.191 3.774
H 3.899 -1.870 4.612
H 3.807 -1.700 1.539
H 5.189 -1.723 2.600
H 3.624 -3.556 0.385
H 4.219 -5.098 0.960
H 1.858 -3.612 2.201
H 2.317 -5.286 2.555
H 0.336 -6.208 1.856
H -0.202 -5.953 0.201
H -1.783 -4.552 0.985
H -1.002 -4.544 2.632
H 0.101 -3.304 -0.713
H -1.569 -2.791 -0.403
H -0.946 -0.778 -0.973
H 0.005 0.757 0.334
F -0.275 3.635 1.418
Mg 1.536 1.881 3.255
C -0.597 6.261 1.008
C -0.491 6.457 -0.486
O -1.348 7.554 -0.732
C -1.451 8.260 0.440
O -1.958 9.317 0.538
O -0.882 7.572 1.481
H 0.324 5.884 1.452
H -1.407 5.597 1.281
H 0.519 6.726 -0.800
H -0.810 5.577 -1.044
Cl 5.252 -4.636 3.945
K 1.587 6.596 0.297
O 0.462 -3.703 -2.723
Cl 1.532 -3.940 -3.681
O 1.575 -2.840 -4.612
O 1.284 -5.167 -4.388
O 2.784 -4.026 -2.965
O -2.637 10.282 4.907
C -3.768 10.440 4.444
C -3.598 10.375 2.666
O -4.719 10.543 2.185
H -4.283 11.400 4.614
H -4.538 9.678 4.651
H -3.097 9.412 2.487
H -2.817 11.121 2.441
Mg -1.256 -2.849 3.170
C -1.542 -4.556 -7.338
C -2.990 -4.969 -7.507
O -3.422 -5.320 -6.188
S -2.647 -4.400 -5.118
O -3.492 -3.310 -4.764
O -2.061 -5.249 -4.151
O -1.505 -3.850 -6.096
H -0.886 -5.425 -7.256
H -1.196 -3.918 -8.147
H -3.109 -5.811 -8.184
H -3.604 -4.135 -7.855
K -2.091 2.841 0.382

[2]
10
Properties=species:S:1:pos:R:3 method="wB97M-V/def2-TZVPD" relative_energy_ev=0.369 homo_ev=-1.99 smiles=CNC[O-] total_charge=-1
C 1.386 0.536 0.211
N -0.018 0.908 0.287
C -0.815 -0.101 -0.472
O -0.745 -1.387 -0.011
H 1.883 0.572 1.191
H 1.543 -0.501 -0.114
H 1.936 1.164 -0.504
H -0.349 0.829 1.237
H -1.862 0.247 -0.576
H -0.324 -0.180 -1.471

[3]
18
Properties=species:S:1:pos:R:3 method="wB97M-V/def2-TZVPD" relative_energy_ev=0.626 homo_ev=-9.25 smiles="CC(C)N(S)C(N)=O"
C 1.475 -0.032 -1.156
C 0.577 -0.311 0.009
C 1.228 -0.245 1.439
C -1.878 0.152 0.018
H 1.962 0.966 -1.110
H 0.930 -0.049 -2.131
H 2.227 -0.809 -1.201
H 0.189 -1.319 -0.094
H 0.438 -0.479 2.160
H 1.699 0.698 1.688
H 1.991 -1.022 1.509
H -0.491 2.677 0.949
H -1.537 -1.396 -1.269
H -3.077 -1.340 -0.537
N -0.586 0.579 -0.035
N -2.101 -1.159 -0.435
O -2.764 0.851 0.457
S -0.280 2.237 -0.260

[4]
23
Properties=species:S:1:pos:R:3 method="wB97M-V/def2-TZVPD" relative_energy_ev=0.083 homo_ev=-2.34 total_charge=-1
C -1.559 1.831 -0.630
C -0.691 2.665 0.262
C 0.426 2.297 0.863
C 1.229 3.162 1.791
H -1.273 0.770 -0.692
H -2.578 1.873 -0.238
H -1.578 2.268 -1.634
H -1.097 3.644 0.533
H 0.831 1.306 0.682
H 0.717 4.102 2.006
H 1.433 2.655 2.736
H 2.197 3.395 1.339
C 1.903 -2.564 -0.913
C 1.247 -1.620 0.085
C -0.185 -2.070 0.415
S -1.369 -1.697 -0.924
H 2.005 -3.551 -0.447
H 2.897 -2.254 -1.237
H 1.246 -2.682 -1.776
H 1.838 -1.584 1.012
H 1.194 -0.608 -0.320
H -0.507 -1.589 1.344
H -0.177 -3.149 0.608

[5]
173
Properties=species:S:1:pos:R:3 method="wB97M-V/def2-TZVPD" homo_ev=-11.26 total_charge=+2
Cd 0.171 3.437 -1.574
Cd 1.895 -4.430 0.428
C 1.002 -0.469 -0.602
C 0.978 -1.845 -0.264
C 0.082 -2.316 1.003
O 0.213 -3.530 1.318
C -0.814 -1.402 1.551
C -0.796 -0.064 1.142
C 0.141 0.417 0.061
O 0.116 1.588 -0.430
O -1.619 0.667 1.744
O 1.576 -2.794 -0.829
H 1.556 -0.231 -1.496
H -1.437 -1.704 2.381
O -1.920 3.237 -1.853
H -2.472 2.844 -1.094
H -2.565 3.619 -2.462
O -0.832 3.273 2.691
H -1.161 2.530 2.158
H -0.429 2.864 3.466
O 0.551 -5.350 -0.979
H 0.297 -6.283 -1.007
H -0.070 -4.898 -1.587
O 1.323 -5.995 1.794
H 1.758 -6.350 2.584
H 0.437 -6.395 1.789
O 0.902 -0.491 3.969
H 1.375 -1.290 4.225
H 0.328 -0.760 3.235
C 3.953 7.303 0.845
O 4.338 5.981 0.559
C 4.123 5.505 -0.724
C 2.609 5.180 -0.964
N 2.243 3.843 -1.467
C 2.672 3.739 -2.869
C 2.087 2.493 -3.538
O 0.658 2.467 -3.384
C 0.037 1.469 -4.204
H 4.283 8.000 0.065
H 4.400 7.629 1.780
H 2.863 7.382 0.929
H 4.661 4.556 -0.834
H 4.549 6.130 -1.515
H 2.195 6.018 -1.529
H 2.192 5.243 0.046
H 2.854 3.220 -0.881
H 3.758 3.700 -3.000
H 2.426 4.608 -3.486
H 2.480 1.547 -3.151
H 2.361 2.500 -4.597
H 0.136 1.778 -5.246
H -1.024 1.410 -3.978
H 0.513 0.498 -4.063
C -7.191 -2.990 0.047
O -7.334 -2.591 1.396
C -6.430 -1.532 1.725
C -6.639 -1.318 3.210
N -6.235 0.008 3.727
C -4.860 0.366 3.452
C -4.335 1.496 4.309
O -4.026 0.986 5.594
C -2.674 0.638 5.797
H -6.141 -3.112 -0.251
H -7.615 -2.299 -0.685
H -7.640 -3.978 -0.041
H -6.579 -0.624 1.138
H -5.416 -1.933 1.629
H -6.133 -2.114 3.765
H -7.692 -1.394 3.484
H -6.470 0.006 4.710
H -4.741 0.634 2.394
H -4.166 -0.483 3.575
H -5.098 2.274 4.380
H -3.462 1.934 3.813
H -2.025 1.455 5.462
H -2.457 -0.254 5.202
H -2.439 0.468 6.845
C 5.750 1.253 -3.845
O 5.073 1.700 -2.657
C 5.077 0.769 -1.570
C 5.110 1.574 -0.286
N 3.787 2.012 0.207
C 3.841 2.619 1.523
C 2.450 2.759 2.143
O 2.511 3.254 3.457
C 2.429 4.652 3.516
H 6.123 2.132 -4.366
H 5.037 0.700 -4.459
H 6.601 0.643 -3.541
H 5.876 0.023 -1.552
H 4.154 0.191 -1.700
H 5.814 2.397 -0.403
H 5.456 0.923 0.529
H 3.182 1.196 0.201
H 4.475 3.509 1.594
H 4.396 2.023 2.270
H 2.099 1.725 2.178
H 1.819 3.398 1.521
H 1.730 5.143 2.822
H 3.387 5.145 3.331
H 1.997 4.971 4.465
C -5.716 -0.497 -2.476
O -5.001 -0.754 -1.285
C -3.981 0.181 -1.008
C -4.565 1.491 -0.512
N -3.540 2.285 0.162
C -4.103 3.319 1.052
C -4.564 4.562 0.332
O -5.162 5.369 1.318
C -6.004 6.408 0.921
H -6.519 -1.227 -2.562
H -5.140 -0.537 -3.407
H -6.214 0.475 -2.415
H -3.323 0.353 -1.871
H -3.400 -0.284 -0.207
H -5.379 1.253 0.185
H -5.016 2.107 -1.294
H -2.976 1.685 0.763
H -3.416 3.675 1.821
H -4.938 2.896 1.623
H -5.171 4.409 -0.566
H -3.650 5.108 0.049
H -5.514 7.165 0.291
H -6.343 6.954 1.797
H -6.854 6.056 0.326
C 10.093 -5.541 -2.196
O 8.818 -5.025 -2.464
C 8.820 -3.614 -2.545
C 7.391 -3.120 -2.406
N 6.593 -3.500 -3.570
C 5.171 -3.265 -3.398
C 4.413 -3.484 -4.712
O 3.019 -3.566 -4.474
C 2.355 -2.427 -4.014
H 10.169 -6.590 -2.484
H 10.362 -5.428 -1.140
H 10.865 -5.057 -2.809
H 9.438 -3.225 -3.357
H 9.290 -3.231 -1.624
H 7.421 -2.044 -2.215
H 6.891 -3.572 -1.536
H 6.787 -4.461 -3.818
H 5.053 -2.264 -2.987
H 4.742 -3.988 -2.682
H 4.765 -4.359 -5.252
H 4.583 -2.627 -5.375
H 2.763 -2.042 -3.070
H 1.371 -2.801 -3.728
H 2.243 -1.583 -4.703
C -1.574 -2.707 -2.837
O -1.744 -3.772 -1.922
C -2.893 -3.554 -1.089
C -3.088 -4.800 -0.250
N -2.524 -4.698 1.121
C -3.481 -3.993 1.968
C -3.050 -3.971 3.426
O -4.033 -3.224 4.141
C -3.630 -2.972 5.462
H -2.521 -2.576 -3.368
H -0.728 -2.866 -3.503
H -1.333 -1.757 -2.334
H -3.793 -3.345 -1.674
H -2.679 -2.666 -0.482
H -2.580 -5.655 -0.699
H -4.140 -5.060 -0.155
H -1.741 -4.053 1.124
H -4.487 -4.410 1.891
H -3.573 -2.940 1.657
H -2.068 -3.509 3.567
H -3.127 -4.987 3.826
H -3.435 -3.862 6.069
H -4.356 -2.275 5.877
H -2.679 -2.418 5.494

[6]
63
Properties=species:S:1:pos:R:3 method="wB97M-V/def2-TZVPD" relative_energy_ev=0.000 homo_ev=-7.56
N -2.762 3.011 4.470
C -3.232 1.910 5.063
C -2.964 0.637 4.545
C -2.233 0.538 3.379
C -1.926 1.666 2.658
C -2.197 2.895 3.270
H -3.729 1.970 6.021
H -3.234 -0.283 5.048
H -2.038 -0.413 2.898
H -1.452 1.640 1.687
H -1.838 3.836 2.869
N 0.820 -0.426 -1.878
C 0.183 -0.420 -0.718
C 0.731 -1.007 0.424
C 2.024 -1.510 0.412
C 2.704 -1.443 -0.809
C 2.040 -0.946 -1.928
H -0.879 -0.228 -0.633
H 0.146 -1.063 1.334
H 2.460 -1.829 1.346
H 3.703 -1.865 -0.798
H 2.616 -0.948 -2.845
N -2.344 3.179 1.273
C -2.712 1.950 0.909
C -4.017 1.617 0.548
C -4.990 2.576 0.762
C -4.661 3.871 1.123
C -3.306 4.089 1.400
H -1.887 1.250 0.841
H -4.303 0.619 0.257
H -6.008 2.313 0.488
H -5.373 4.647 1.354
H -3.028 5.111 1.639
C 4.459 -0.510 -5.507
Cl 4.845 0.013 -3.859
Cl 2.726 -0.748 -5.747
H 4.852 0.281 -6.133
H 4.872 -1.490 -5.711
C 5.428 -3.832 1.818
Cl 3.669 -3.506 1.863
Cl 5.678 -5.567 2.012
H 5.829 -3.541 0.851
H 5.896 -3.185 2.553
C -4.851 -0.958 -2.825
Cl -3.501 -0.881 -1.647
Cl -6.330 -0.348 -2.132
H -4.636 -0.410 -3.733
H -5.026 -2.014 -2.995
C 2.074 -0.011 3.650
Cl 1.542 1.652 3.899
Cl 0.768 -1.025 3.002
H 2.851 0.060 2.897
H 2.435 -0.478 4.557
C -0.564 1.790 -3.708
Cl -1.250 3.017 -2.589
Cl -0.069 2.585 -5.212
H 0.309 1.376 -3.218
H -1.273 1.002 -3.929
C 4.483 -4.016 -3.020
Cl 4.481 -5.188 -1.654
Cl 6.068 -3.316 -3.197
H 4.149 -4.452 -3.956
H 3.773 -3.242 -2.741

[7]
11
Properties=species:S:1:pos:R:3 method="wB97M-V/def2-TZVPD" relative_energy_ev=3.538 homo_ev="-9.03 / -9.03"
C -1.496 -0.899 -1.155
C -0.963 -0.509 0.028
C 1.775 0.582 0.693
O -0.928 1.968 -0.451
F -0.747 -1.490 1.000
S -0.625 1.116 0.674
H -1.662 -0.367 -2.067
H -1.717 -1.948 -1.187
H 1.855 0.084 1.626
H 2.222 1.568 0.854
H 2.286 -0.105 -0.015

[8]
20
Properties=species:S:1:pos:R:3 method="wB97M-V/def2-TZVPD" relative_energy_ev=5.460 homo_ev=-13.18 total_charge=+1
C -1.805 -0.155 0.253
C -1.699 0.893 0.856
C 1.953 -0.748 0.484
C -2.590 -1.207 -0.417
C 0.635 2.125 -0.578
N 0.862 -0.123 0.245
N 2.153 -1.978 0.001
N 0.650 1.176 0.610
H -0.170 -0.623 0.279
H -1.635 1.896 1.203
H 2.820 -0.204 0.749
H -3.224 -0.587 -1.051
H -3.331 -1.669 0.203
H -2.108 -1.877 -1.194
H 0.281 1.278 -1.323
H -0.139 2.785 -0.399
H 1.613 2.461 -0.960
H 3.116 -2.463 0.079
H 1.453 -2.588 -0.444
H 1.165 1.607 1.403

[9]
17
Properties=species:S:1:pos:R:3 method="wB97M-V/def2-TZVPD" relative_energy_ev=1.246 homo_ev=-10.29 smiles=CCC(Cl)CC
C 1.788 -1.467 0.217
C 0.745 -0.545 0.967
C -0.251 0.048 -0.006
C -1.513 0.833 0.608
C -2.247 -0.311 1.293
H 2.501 -0.755 -0.294
H 1.270 -2.126 -0.535
H 2.275 -2.200 0.927
H 1.183 0.116 1.712
H 0.112 -1.172 1.527
H -0.670 -0.776 -0.671
H -2.187 1.069 -0.181
H -1.393 1.722 1.161
H -2.102 -1.292 0.785
H -1.630 -0.503 2.229
H -3.270 -0.129 1.652
Cl 0.752 0.865 -1.575

Number 1: calculated total energy -155525.5262 eV. Number 2: calculated total energy -5707.9676 eV. Number 3: calculated total energy -20173.2969 eV. Number 4: calculated total energy -18337.7658 eV. Number 5: calculated total energy -106253.0864 eV. Number 6: calculated total energy -176945.5555 eV. Number 7: calculated total energy -18788.3630 eV. Number 8: calculated total energy -9838.7516 eV. Number 9: calculated total energy -17884.7972 eV.